No. 1
Density functional theory data (the ωB97M-V functional and the def2-TZVPD basis) for a 2-piece molecular cluster, C3H11N2 overall in a non-equilibrium geometry.

The geometry in XYZ format:
```
16
Properties=species:S:1:pos:R:3:forces:R:3
C 1.126 -0.027 -1.021 0.8737 0.7871 -1.3701
C -2.542 -0.359 -1.219 -1.4078 -1.3012 -0.8710
C 1.267 0.197 0.427 0.2139 -3.9350 0.7985
N 1.704 1.304 0.936 0.0034 1.0247 1.6589
N 1.014 -0.892 1.203 0.3908 2.3388 -0.6147
H 0.132 0.275 -1.252 -0.8917 0.3887 -0.3019
H 1.770 0.778 -1.531 -0.6515 -1.7987 0.2384
H 1.163 -1.113 -1.404 0.6123 1.8693 0.8019
H -2.869 0.216 -0.343 -0.2480 -0.3169 -0.4864
H -2.519 -1.441 -1.046 -0.1724 0.1483 0.6788
H -1.524 -0.140 -1.425 0.4816 0.5982 -0.6705
H 1.775 1.388 2.015 -0.0406 0.3663 -2.7830
H 1.872 2.067 0.255 -0.0074 -0.3814 1.3295
H 1.341 -0.946 2.131 0.1795 0.3581 1.3275
H 0.918 -1.791 0.824 -0.3653 -0.9531 -1.0557
H -3.220 -0.339 -2.139 1.0294 0.8069 1.3198
```
Positions in Å, forces in eV/Å.

The calculation puts the LUMO energy at -3.7 eV. As for the orbital gap: 12.035 eV. The spin multiplicity is 1. The net charge is +1.



No. 2
Density functional theory data (the ωB97M-V functional and the def2-TZVPD basis) for a 2-piece molecular cluster, C3H11N2 overall in a non-equilibrium geometry.

The geometry in XYZ format:
```
16
Properties=species:S:1:pos:R:3:forces:R:3
C 1.860 2.000 -0.600 0.2656 -0.4181 0.7404
N 1.631 1.014 0.514 -1.1628 -0.7279 0.3769
H 1.908 1.431 -1.520 0.0575 0.2814 -0.2115
H 2.762 2.575 -0.412 0.0401 -0.1214 -0.1340
H 1.006 2.669 -0.546 0.0195 -0.0147 -0.4496
H 2.386 0.577 1.043 0.6011 0.5804 -0.4320
H 1.034 1.469 1.203 0.1842 -0.0487 0.2221
H 0.993 0.137 0.221 -0.1631 0.8453 0.2044
C -2.495 -1.712 0.037 0.3771 0.3744 -0.9400
C -1.590 -0.734 0.022 -0.6271 -0.2537 1.6973
N -0.150 -0.976 0.003 -0.0525 0.4520 -0.9316
H -2.325 -2.621 -0.532 0.1577 -0.4016 0.7075
H -3.457 -1.558 0.506 -0.2128 0.1721 -0.5535
H -1.910 0.222 0.427 0.3980 0.1441 -0.0360
H 0.005 -1.732 0.656 0.3151 -0.3278 -0.3533
H 0.205 -1.198 -0.926 -0.1975 -0.5357 0.0928
```
Positions in Å, forces in eV/Å.

The calculation puts the LUMO energy at -3.3 eV. As for the orbital gap: 10.356 eV. The spin multiplicity is 1. The net charge is +1.



No. 3
Density functional theory data (the ωB97M-V functional and the def2-TZVPD basis) for a 2-piece molecular cluster, C3H11N2 overall in a non-equilibrium geometry.

The geometry in XYZ format:
```
16
Properties=species:S:1:pos:R:3:forces:R:3
C 0.590 1.294 2.527 2.2530 -0.1157 -0.9292
N 0.811 0.534 1.498 -0.0794 -1.1358 2.3433
H 1.113 2.293 2.675 -0.2005 -1.3152 0.1110
H 0.095 0.853 3.398 -1.4872 0.7254 -0.5513
H 0.368 -0.100 -0.136 0.7745 0.0685 0.8881
H 1.793 0.326 1.267 -0.1900 1.9498 -0.9132
C -1.530 -0.037 -0.775 -0.2274 0.9182 -0.3142
N -0.086 -0.145 -1.033 0.6051 -1.7449 -4.4867
C 0.268 -1.501 -1.846 -4.9205 0.9546 -0.6837
H -1.598 0.603 0.066 -0.2363 0.4333 1.1519
H -1.963 -1.013 -0.510 0.0218 0.5317 -0.6214
H -1.959 0.595 -1.564 -0.4219 -1.0853 -0.1057
H 0.253 0.591 -1.739 -0.5906 -0.9432 1.9644
H -0.502 -2.319 -1.557 1.4592 1.5439 -0.2595
H 0.145 -1.320 -2.965 0.1623 0.0566 1.6272
H 1.213 -1.770 -1.621 3.0781 -0.8418 0.7790
```
Positions in Å, forces in eV/Å.

The calculation puts the LUMO energy at -3.8 eV. As for the orbital gap: 9.478 eV. The spin multiplicity is 1. The net charge is +1.



No. 4
Density functional theory data (the ωB97M-V functional and the def2-TZVPD basis) for a 3-piece molecular cluster, C3H11N2 overall in a non-equilibrium geometry.

The geometry in XYZ format:
```
16
Properties=species:S:1:pos:R:3:forces:R:3
N -0.959 2.449 1.553 1.0712 -1.0111 0.4938
C -0.909 1.063 1.389 -3.8063 0.8226 0.4991
C -1.673 0.615 0.162 1.0564 -2.0296 -1.7858
C 0.662 0.370 1.407 3.9686 0.5474 1.9543
N 0.553 -0.939 1.349 -0.7649 -0.3491 -1.2943
H 3.922 -5.347 -7.852 2.2064 -2.5365 0.4949
H -1.771 2.886 1.982 0.5888 -0.3544 0.5950
H -0.457 3.030 0.905 -0.2290 0.0611 -0.4587
H -1.335 0.481 2.230 0.1698 1.1132 0.0320
H -2.328 1.354 -0.299 0.3516 0.1233 0.3264
H -1.003 0.171 -0.594 -0.1850 0.6019 -0.1042
H -2.264 -0.286 0.390 -0.0438 0.3126 0.4397
H 1.224 0.752 2.287 -1.1243 -0.0193 0.3393
H 1.192 0.922 0.608 -1.0973 -0.6740 -1.0298
H 4.495 -6.005 -7.723 -2.2065 2.5366 -0.4949
H 0.652 -1.515 2.205 0.0442 0.8550 -0.0068
```
Positions in Å, forces in eV/Å.

The calculation puts the LUMO energy at -8.2 eV. As for the orbital gap: 6.613 eV. The spin multiplicity is 1. The net charge is +1.



No. 5
Density functional theory data (the ωB97M-V functional and the def2-TZVPD basis) for a 2-piece molecular cluster, C3H11N2O overall in a non-equilibrium geometry.

The geometry in XYZ format:
```
17
Properties=species:S:1:pos:R:3:forces:R:3
C -0.743 -0.408 -2.149 -0.2381 0.3730 -0.0359
C 0.523 -0.752 -1.409 -0.5274 -1.2944 -0.7481
N 0.287 -0.760 0.022 0.5742 0.9152 0.0073
C 1.095 -0.112 0.801 -0.1031 -1.0976 0.7392
N 1.121 -0.246 2.125 0.2142 0.6813 -0.7138
H -1.586 -0.999 -1.802 -0.0076 -0.3677 -0.1089
H -0.642 -0.507 -3.221 0.1245 -0.3220 -0.1779
H -1.034 0.611 -1.974 -0.0031 0.6288 0.2099
H 1.365 -0.126 -1.657 0.1615 0.3841 0.0844
H 0.822 -1.776 -1.638 0.0947 0.0058 -0.2893
H -0.581 -1.176 0.322 0.0440 -0.1319 0.4284
H 1.880 0.441 0.295 -0.1593 0.4386 0.2747
H 0.763 -1.068 2.584 -0.3499 0.1981 0.1433
H 1.603 0.463 2.657 0.1229 -0.3668 0.1674
H -1.333 2.578 0.925 0.2132 -0.3117 -0.1404
H -2.611 2.065 0.394 0.0197 -0.4018 -0.2040
O -1.682 1.801 0.459 -0.1805 0.6688 0.3635
```
Positions in Å, forces in eV/Å.

The calculation puts the LUMO energy at -3.6 eV. As for the orbital gap: 11.409 eV. The spin multiplicity is 1. The net charge is +1.



No. 6
Density functional theory data (the ωB97M-V functional and the def2-TZVPD basis) for a 2-piece molecular cluster, C3H11N2O overall in a non-equilibrium geometry.

The geometry in XYZ format:
```
17
Properties=species:S:1:pos:R:3:forces:R:3
C -0.393 0.310 2.499 -0.4886 -1.0450 -0.1066
C -0.331 1.027 1.177 0.6388 -0.2237 -0.7064
N -0.097 0.097 0.031 0.3015 0.1081 0.5504
C 0.049 -1.190 0.121 0.1181 0.3326 -0.2071
N 0.074 -1.968 -0.941 0.3370 -0.1855 -0.1887
H 0.584 -0.109 2.724 0.1968 0.1801 0.2854
H -0.740 0.919 3.319 0.1756 0.4640 0.0649
H -1.075 -0.554 2.499 -0.0595 0.3077 -0.1994
H -1.197 1.618 0.875 -0.0648 -0.0850 0.4166
H 0.548 1.665 1.165 -0.1139 0.4038 0.1122
H 0.167 0.548 -0.852 -0.5562 0.0374 -0.1601
H 0.206 -1.638 1.089 -0.4433 -0.2114 0.1303
H 0.025 -1.565 -1.868 -0.0567 -0.1427 0.0683
H 0.293 -2.949 -0.857 -0.0150 0.1034 -0.0168
H 1.450 1.595 -2.751 -0.0473 -0.0541 0.2586
H -0.016 1.660 -3.112 -0.1567 -0.0153 0.1839
O 0.572 1.406 -2.389 0.2342 0.0255 -0.4855
```
Positions in Å, forces in eV/Å.

The calculation puts the LUMO energy at -3.0 eV. As for the orbital gap: 11.696 eV. The spin multiplicity is 1. The net charge is +1.